# 1
# C5H10O2

One molecule with the formula C5H10O2 in a non-equilibrium geometry (the ωB97M-V functional and the def2-TZVPD basis, OMol25).

Geometry as ORCA input:
```
! RIJCOSX wB97M-V def2-TZVPD def2/J DEFGRID3
* xyz 0 1
O 0.097 -0.662 -2.629
C -0.886 -0.533 -1.612
C -0.225 -0.127 -0.320
C -0.719 1.102 0.368
C -0.789 0.492 1.675
C 1.753 -0.341 0.766
O 0.763 -0.993 0.003
H 0.780 -1.238 -2.270
H -1.456 -1.452 -1.483
H -1.531 0.286 -1.931
H 1.741 0.673 0.383
H -1.742 1.163 -0.016
H -0.236 2.082 0.300
H -1.571 -0.193 1.916
H -0.228 0.969 2.467
H 1.555 -0.419 1.852
H 2.694 -0.809 0.530
*
```

The value obtained for the electronic energy is -346.8140 Eh. The LUMO energy (alpha / beta) comes out at 0.86 / 0.59 eV. The calculation puts the HOMO-LUMO gap (alpha / beta) at 8.52 / 7.48 eV.

Atom charges from the Löwdin analysis, given in e for atoms 1 to 4: O -0.047; C -0.198; C -0.282; C -0.243

---

# 2
# C5H10O2

A 2-piece molecular cluster, C5H10O2 overall (the ωB97M-V functional and the def2-TZVPD basis, OMol25).

Geometry as ORCA input:
```
! RIJCOSX wB97M-V def2-TZVPD def2/J DEFGRID3
* xyz 0 1
O 1.825 -0.413 2.060
C 1.516 -0.588 -0.716
C 0.251 -0.214 -0.541
C -0.274 1.166 -0.212
C -1.722 0.867 0.188
O -2.093 -0.282 -0.555
C -0.958 -1.113 -0.708
H 2.333 0.307 1.669
H 2.338 0.122 -0.679
H 1.789 -1.627 -0.884
H 1.118 -0.547 1.414
H 0.284 1.667 0.587
H -0.235 1.795 -1.107
H -2.421 1.667 -0.071
H -1.798 0.675 1.271
H -0.975 -1.530 -1.720
H -0.976 -1.952 0.006
*
```

The value obtained for the electronic energy is -346.9458 Eh. The LUMO energy comes out at 0.80 eV. The calculation puts the HOMO-LUMO gap at 10.43 eV. Its SMILES is C=C1CCOC1.O.

Atom charges from the Löwdin analysis, given in e for atoms 1 to 4: O -0.070; C 0.032; C -0.307; C -0.111

---

# 3
# C5H10O2

C5H10O2 as an isolated structure in a non-equilibrium geometry (the ωB97M-V functional and the def2-TZVPD basis, OMol25).

Geometry as ORCA input:
```
! RIJCOSX wB97M-V def2-TZVPD def2/J DEFGRID3
* xyz 0 1
C 1.621 -0.289 1.748
C 0.277 -0.521 1.042
O -0.733 0.368 1.395
C 0.305 -0.211 -0.448
C -0.914 -0.593 -1.256
C -1.208 0.861 -1.596
O -0.282 1.447 -0.655
H 1.500 -0.391 2.831
H 2.406 -0.991 1.428
H 1.953 0.732 1.538
H 0.002 -1.599 1.215
H -0.678 1.210 0.487
H 1.252 -0.068 -0.945
H -0.699 -1.230 -2.111
H -1.681 -1.039 -0.618
H -2.247 1.177 -1.460
H -0.873 1.135 -2.597
*
```

The value obtained for the electronic energy is -346.8851 Eh. The LUMO energy comes out at 0.84 eV. The calculation puts the HOMO-LUMO gap at 9.97 eV.

Atom charges from the Löwdin analysis, given in e for atoms 1 to 4: C -0.051; C -0.472; O -0.159; C -0.039

---

# 4
# C5H10O2

A 2-piece molecular cluster, C5H10O2 overall in a non-equilibrium geometry (the ωB97M-V functional and the def2-TZVPD basis, OMol25).

Geometry as ORCA input:
```
! RIJCOSX wB97M-V def2-TZVPD def2/J DEFGRID3
* xyz 0 1
C 1.026 -0.085 2.503
C -0.964 -1.954 -1.589
C -0.521 -0.915 -0.916
O -0.231 0.240 -1.719
C -0.262 -0.547 0.453
C 0.904 -0.513 1.015
H 0.455 0.762 2.890
H 0.544 -0.863 3.095
H 1.940 -0.063 3.011
H -0.667 -1.925 -2.653
H -1.451 -2.883 -1.463
H -0.630 0.119 -2.778
H -1.302 -0.540 0.863
H 1.897 -0.397 0.746
H -0.883 2.694 0.267
H 0.572 2.058 -0.001
O 0.035 2.900 0.123
*
```

The value obtained for the electronic energy is -346.8508 Eh. The LUMO energy comes out at 0.69 eV. The calculation puts the HOMO-LUMO gap at 9.68 eV. Its SMILES is C=C(O)/C=C/C.O.

Atom charges from the Löwdin analysis, given in e for atoms 1 to 4: C -0.089; C 0.040; C -0.400; O -0.090

---

# 5
# C5H10O2

One molecule with the formula C5H10O2 (the ωB97M-V functional and the def2-TZVPD basis, OMol25).

Geometry as ORCA input:
```
! RIJCOSX wB97M-V def2-TZVPD def2/J DEFGRID3
* xyz 0 1
O 0.360 -1.174 1.284
C 1.382 -0.885 0.352
C 0.777 -0.413 -0.987
C -0.542 0.329 -0.733
C -1.423 -0.498 0.151
O -0.619 0.999 1.465
C -0.448 1.555 0.188
H 0.052 -0.210 1.601
H 1.992 -1.784 0.198
H 2.038 -0.102 0.760
H 0.574 -1.273 -1.641
H 1.478 0.236 -1.528
H -1.037 0.495 -1.705
H -1.462 -1.580 0.024
H -2.337 -0.065 0.541
H -1.277 2.247 -0.042
H 0.492 2.123 0.071
*
```

The value obtained for the electronic energy is -346.8407 Eh. The LUMO energy (alpha / beta) comes out at -0.61 / -0.61 eV. The calculation puts the HOMO-LUMO gap (alpha / beta) at 8.31 / 8.31 eV.

Atom charges from the Löwdin analysis, given in e for atoms 1 to 4: O -0.124; C -0.236; C -0.138; C -0.315

---

# 6
# C5H10O2

One molecule with the formula C5H10O2 (the ωB97M-V functional and the def2-TZVPD basis, OMol25).

Geometry as ORCA input:
```
! RIJCOSX wB97M-V def2-TZVPD def2/J DEFGRID3
* xyz 0 1
O -2.519 0.589 0.421
C -1.542 0.525 -0.599
C -0.115 0.631 -0.060
C 0.170 -0.430 1.016
C 1.588 -0.898 0.696
O 1.729 -0.758 -0.705
C 0.949 0.343 -1.144
H -2.612 -0.295 0.795
H -1.634 -0.410 -1.176
H -1.756 1.354 -1.282
H 0.027 1.635 0.355
H 0.069 -0.037 2.031
H -0.528 -1.272 0.911
H 1.753 -1.953 0.936
H 2.339 -0.300 1.235
H 0.497 0.055 -2.102
H 1.585 1.221 -1.326
*
```

The value obtained for the electronic energy is -346.9682 Eh. The LUMO energy comes out at 0.90 eV. The calculation puts the HOMO-LUMO gap at 10.64 eV. Its SMILES is OC[C@H]1CCOC1.

Atom charges from the Löwdin analysis, given in e for atoms 1 to 4: O -0.059; C -0.251; C -0.271; C -0.127

---

# 7
# C5H10O2

A 2-piece molecular cluster, C5H10O2 overall (the ωB97M-V functional and the def2-TZVPD basis, OMol25).

Geometry as ORCA input:
```
! RIJCOSX wB97M-V def2-TZVPD def2/J DEFGRID3
* xyz 0 1
C 1.011 2.063 1.764
C 0.292 1.861 0.429
C -0.275 0.477 0.345
O -1.457 0.247 0.169
C -0.277 -1.828 -2.107
C -0.528 -2.678 -1.108
O -1.258 -2.474 0.008
H 1.453 3.062 1.809
H 0.315 1.958 2.602
H 1.816 1.331 1.895
H -0.528 2.571 0.293
H 1.005 1.987 -0.397
H 0.443 -0.359 0.470
H -1.546 -1.539 0.043
H 0.374 -2.156 -2.909
H -0.717 -0.837 -2.179
H -0.124 -3.687 -1.127
*
```

The value obtained for the electronic energy is -346.9535 Eh. The LUMO energy comes out at 0.68 eV. The calculation puts the HOMO-LUMO gap at 9.42 eV. Its SMILES is CCC=O.C=CO.

Atom charges from the Löwdin analysis, given in e for atoms 1 to 4: C -0.101; C -0.207; C -0.253; O 0.035

---

# 8
# C5H10O2

A 2-piece molecular cluster, C5H10O2 overall (the ωB97M-V functional and the def2-TZVPD basis, OMol25).

Geometry as ORCA input:
```
! RIJCOSX wB97M-V def2-TZVPD def2/J DEFGRID3
* xyz 0 1
C -0.965 2.275 0.845
O -1.088 0.939 0.420
C 0.050 0.439 -0.207
C 1.278 0.003 0.600
C 0.330 -0.967 0.040
C -0.275 -2.141 0.084
O -1.508 -2.373 -0.433
H -0.762 2.954 0.005
H -0.163 2.381 1.589
H -1.920 2.544 1.303
H 0.258 0.878 -1.190
H 2.252 0.149 0.132
H 1.263 0.155 1.678
H 1.676 -1.213 -2.660
H 1.305 -1.475 -2.069
H 0.160 -3.036 0.519
H -1.892 -1.512 -0.657
*
```

The value obtained for the electronic energy is -346.8624 Eh. The LUMO energy comes out at 0.98 eV. The calculation puts the HOMO-LUMO gap at 9.78 eV. Its SMILES is CO[C@H]1C/C1=C/O.[H][H].

Atom charges from the Löwdin analysis, given in e for atoms 1 to 4: C -0.100; O -0.140; C -0.313; C -0.029

---

# 9
# C5H10O2

A 2-piece molecular cluster, C5H10O2 overall (the ωB97M-V functional and the def2-TZVPD basis, OMol25).

Geometry as ORCA input:
```
! RIJCOSX wB97M-V def2-TZVPD def2/J DEFGRID3
* xyz 0 1
O 1.313 -1.281 2.094
C 1.857 -0.080 -0.777
C 0.612 -0.339 -1.170
C -0.602 0.479 -0.836
C -1.822 -0.295 -0.298
O -1.807 0.439 0.934
C -0.668 1.204 0.521
H 0.792 -0.529 2.395
H 2.687 -0.718 -1.068
H 2.102 0.776 -0.151
H 1.070 -1.371 1.163
H 0.426 -1.208 -1.804
H -0.854 1.130 -1.681
H -1.657 -1.368 -0.136
H -2.759 -0.155 -0.850
H -0.886 2.277 0.485
H 0.195 1.038 1.179
*
```

The value obtained for the electronic energy is -346.9193 Eh. The LUMO energy comes out at 0.88 eV. The calculation puts the HOMO-LUMO gap at 10.87 eV. Its SMILES is C=CC1COC1.O.

Atom charges from the Löwdin analysis, given in e for atoms 1 to 4: O -0.058; C 0.004; C -0.156; C -0.251

---

# 10
# C5H10O2

One molecule with the formula C5H10O2 in a non-equilibrium geometry (the ωB97M-V functional and the def2-TZVPD basis, OMol25).

Geometry as ORCA input:
```
! RIJCOSX wB97M-V def2-TZVPD def2/J DEFGRID3
* xyz 0 1
C -2.134 -0.529 0.381
C -1.121 0.193 -0.506
O -1.152 1.566 -0.136
C 0.264 -0.393 -0.202
C 1.561 0.236 -0.729
C 2.577 -0.182 0.034
O 0.418 -0.253 1.215
H -3.128 -0.089 0.280
H -2.185 -1.593 0.124
H -1.816 -0.451 1.423
H -1.394 0.069 -1.565
H -0.386 2.000 -0.536
H 0.264 -1.465 -0.434
H 1.657 0.981 -1.520
H 0.683 0.680 1.273
H 3.482 0.339 0.316
H 2.409 -1.108 0.580
*
```

The value obtained for the electronic energy is -346.9173 Eh. The LUMO energy comes out at 0.84 eV. The calculation puts the HOMO-LUMO gap at 10.17 eV. Its SMILES is C=C[C@@H](O)[C@@H](C)O.

Atom charges from the Löwdin analysis, given in e for atoms 1 to 4: C -0.043; C -0.390; O -0.031; C -0.351

---

# 11
# C5H10O2

C5H10O2 as an isolated structure in a non-equilibrium geometry (the ωB97M-V functional and the def2-TZVPD basis, OMol25).

Geometry as ORCA input:
```
! RIJCOSX wB97M-V def2-TZVPD def2/J DEFGRID3
* xyz 0 1
O 1.476 -1.490 1.556
C -1.131 -0.610 1.589
C -0.742 0.481 0.926
C -0.566 0.650 -0.565
C 0.645 1.489 -1.033
O 1.120 0.452 -1.895
C 0.063 -0.421 -1.500
H 0.918 -2.352 0.515
H -1.137 -0.652 2.676
H -1.472 -1.504 1.077
H 1.254 -0.553 1.323
H -0.621 1.400 1.500
H -1.514 1.035 -0.949
H 1.369 1.740 -0.243
H 0.399 2.379 -1.618
H -0.540 -0.744 -2.361
H 0.481 -1.300 -0.997
*
```

The value obtained for the electronic energy is -346.8088 Eh. The LUMO energy comes out at -0.20 eV. The calculation puts the HOMO-LUMO gap at 9.38 eV.

Atom charges from the Löwdin analysis, given in e for atoms 1 to 4: O -0.237; C -0.013; C -0.178; C -0.240

---

# 12
# C5H10O2

One molecule with the formula C5H10O2 (the ωB97M-V functional and the def2-TZVPD basis, OMol25).

Geometry as ORCA input:
```
! RIJCOSX wB97M-V def2-TZVPD def2/J DEFGRID3
* xyz 0 1
C 1.813 -0.646 1.327
C 0.918 0.073 0.325
O 1.536 -0.071 -0.933
C -0.478 -0.566 0.331
C -1.661 0.141 -0.367
C -1.471 1.176 -1.444
O -0.474 1.411 -2.089
H 1.472 -0.498 2.358
H 1.811 -1.720 1.105
H 2.839 -0.281 1.231
H 0.845 1.137 0.607
H 0.979 0.410 -1.569
H -0.334 -1.558 -0.110
H -0.789 -0.732 1.370
H -2.333 0.606 0.366
H -2.279 -0.633 -0.846
H -2.394 1.749 -1.660
*
```

The value obtained for the electronic energy is -346.9760 Eh. The LUMO energy comes out at 0.81 eV. The calculation puts the HOMO-LUMO gap at 10.63 eV. Its SMILES is C[C@@H](O)CCC=O.

Atom charges from the Löwdin analysis, given in e for atoms 1 to 4: C -0.058; C -0.471; O -0.046; C -0.148

---

# 13
# C5H10O2

One molecule with the formula C5H10O2 (the ωB97M-V functional and the def2-TZVPD basis, OMol25).

Geometry as ORCA input:
```
! RIJCOSX wB97M-V def2-TZVPD def2/J DEFGRID3
* xyz 0 1
C -0.424 -1.482 1.687
O -0.740 -0.739 0.531
C -0.350 0.600 0.599
C 1.105 0.961 0.577
C 0.256 1.159 -0.653
C 0.406 0.195 -1.810
O -0.837 -0.086 -2.415
H -0.895 -1.056 2.584
H 0.661 -1.520 1.849
H -0.801 -2.495 1.530
H -1.022 1.227 1.187
H 1.423 1.828 1.149
H 1.826 0.148 0.550
H -0.031 2.174 -0.922
H 1.047 0.618 -2.590
H 0.889 -0.724 -1.447
H -1.364 -0.516 -1.726
*
```

The value obtained for the electronic energy is -346.9343 Eh. The LUMO energy comes out at 0.99 eV. The calculation puts the HOMO-LUMO gap at 10.95 eV. Its SMILES is CO[C@H]1C[C@H]1CO.

Atom charges from the Löwdin analysis, given in e for atoms 1 to 4: C -0.088; O -0.161; C -0.312; C -0.051

---

# 14
# C5H10O2

One molecule with the formula C5H10O2 in a non-equilibrium geometry (the ωB97M-V functional and the def2-TZVPD basis, OMol25).

Geometry as ORCA input:
```
! RIJCOSX wB97M-V def2-TZVPD def2/J DEFGRID3
* xyz 0 1
C -1.338 0.909 1.827
O -0.490 0.014 1.139
C -0.621 0.064 -0.237
C 0.393 1.123 -1.268
O 0.681 0.032 -2.005
C 0.262 -0.921 -1.023
C 1.422 -1.533 -0.267
H -1.104 1.955 1.579
H -2.397 0.722 1.594
H -1.168 0.748 2.894
H -1.690 0.023 -0.538
H 1.117 1.514 -0.580
H -0.570 1.651 -1.320
H -0.302 -1.704 -1.534
H 1.057 -2.239 0.483
H 2.076 -2.075 -0.955
H 2.013 -0.774 0.246
*
```

The value obtained for the electronic energy is -346.8697 Eh. The LUMO energy comes out at 0.97 eV. The calculation puts the HOMO-LUMO gap at 9.46 eV. Its SMILES is CO[C@H]1CO[C@H]1C.

Atom charges from the Löwdin analysis, given in e for atoms 1 to 4: C -0.091; O -0.155; C -0.220; C -0.120

---

# 15
# C5H10O2

One molecule with the formula C5H10O2 (the ωB97M-V functional and the def2-TZVPD basis, OMol25).

Geometry as ORCA input:
```
! RIJCOSX wB97M-V def2-TZVPD def2/J DEFGRID3
* xyz 0 1
C 2.238 0.702 -0.066
O 0.956 0.297 -0.509
C 0.352 -0.787 0.149
C -0.453 -0.600 1.412
C -1.146 -0.795 0.086
C -1.754 0.426 -0.581
O -1.458 0.473 -1.959
H 3.026 -0.013 -0.345
H 2.266 0.859 1.019
H 2.459 1.655 -0.558
H 0.880 -1.733 0.017
H -0.457 -1.405 2.145
H -0.542 0.390 1.851
H -1.652 -1.744 -0.095
H -2.845 0.428 -0.493
H -1.379 1.324 -0.068
H -0.491 0.522 -2.007
*
```

The value obtained for the electronic energy is -346.9324 Eh. The LUMO energy comes out at 0.98 eV. The calculation puts the HOMO-LUMO gap at 10.81 eV. Its SMILES is CO[C@H]1C[C@H]1CO.

Atom charges from the Löwdin analysis, given in e for atoms 1 to 4: C -0.079; O -0.177; C -0.291; C -0.048